Entry 1:
The following is a quantum chemistry calculation of 2 unconnected molecules or ions with the total composition C3H9NOS, from the OMol25 dataset.

```
15
Properties=species:S:1:pos:R:3
C -0.38 1.69 -1.55
C 0.48 0.67 -0.73
C -0.40 -0.42 -0.05
N 0.97 -1.97 1.00
O -0.96 0.04 1.05
S 0.40 -1.83 2.58
H -1.40 1.76 -1.13
H 0.18 2.62 -1.60
H -0.54 1.39 -2.63
H 1.17 0.18 -1.34
H 1.12 1.16 0.01
H -0.85 -1.10 -0.67
H 1.62 -1.21 0.85
H -0.66 -0.34 1.88
H -0.75 -2.63 2.35
```

- Energy relative to the best compared isomer or geometry (same formula, charge and spin): 383.4 kJ/mol
- HOMO (spin up / spin down): -8.036 / -8.035 eV
- E_tot: -647.7521 hartree
- F_max: 4.62 eV/Å
- Total charge: 0
- Lowest unoccupied orbital energy (spin up / spin down): 0.4324 / 0.4304 eV
- 2S+1: 1

Entry 2:
The following is a quantum chemistry calculation of a single C3H9NOS molecule, from the OMol25 dataset.

```
15
Properties=species:S:1:pos:R:3
C -1.10 -0.55 -1.84
C 0.07 -0.31 -0.93
N -0.40 -0.23 0.49
S -1.46 1.08 0.84
C 1.10 -0.09 1.54
O 2.11 0.63 0.94
H -1.56 -1.48 -1.41
H -1.99 0.20 -1.77
H -0.65 -0.54 -2.87
H 0.70 -1.12 -1.23
H 0.56 0.69 -1.11
H -1.88 0.70 2.01
H 1.50 -1.15 1.66
H 0.81 0.52 2.49
H 2.19 1.64 1.19
```

- Energy relative to the best compared isomer or geometry (same formula, charge and spin): 341.5 kJ/mol
- HOMO: -7.998 eV
- E_tot: -647.7680 hartree
- F_max: 4.28 eV/Å
- Total charge: 0
- SMILES: CCN(S)CO
- Lowest unoccupied orbital energy: 0.6352 eV
- 2S+1: 1

Entry 3:
The following is a quantum chemistry calculation of a single C3H9NOS2 molecule, from the OMol25 dataset.

```
16
Properties=species:S:1:pos:R:3
N -0.63 1.49 0.89
C 0.10 0.37 0.19
C 0.70 -0.45 1.35
O 1.42 0.34 2.28
C -0.83 -0.49 -0.66
S -0.01 -1.89 -1.41
S 0.81 -1.28 -3.20
H -1.45 1.72 0.34
H -0.01 2.28 0.74
H 0.83 0.81 -0.48
H -0.12 -0.95 1.88
H 1.45 -1.17 1.05
H 0.98 1.19 2.43
H -1.41 0.21 -1.27
H -1.63 -0.86 -0.01
H -0.20 -1.32 -4.13
```

- Energy relative to the best compared isomer or geometry (same formula, charge and spin): 89.2 kJ/mol
- HOMO: -9.335 eV
- E_tot: -1046.0516 hartree
- F_max: 1.86 eV/Å
- Total charge: 0
- SMILES: N[C@@H](CO)CSS
- Lowest unoccupied orbital energy: 0.3715 eV
- 2S+1: 1

Entry 4:
The following is a quantum chemistry calculation of a molecular structure, C3H9NOSi, from the OMol25 dataset.

```
15
Properties=species:S:1:pos:R:3
C -1.95 0.72 0.10
C 1.31 -1.83 -0.16
C -0.65 1.15 -0.46
N 0.19 1.01 0.60
O 1.80 1.18 -0.17
Si 1.49 -0.09 0.67
H -1.95 -0.45 0.09
H -2.11 0.87 1.17
H -2.82 0.96 -0.58
H 1.90 -1.80 -1.06
H 1.69 -2.67 0.46
H 0.28 -1.87 -0.47
H -0.59 2.19 -0.88
H -0.38 0.44 -1.38
H 1.80 0.21 2.05
```

- Energy relative to the best compared isomer or geometry (same formula, charge and spin): 285.3 kJ/mol
- HOMO: -9.475 eV
- E_tot: -539.0920 hartree
- F_max: 4.20 eV/Å
- Total charge: 0
- Lowest unoccupied orbital energy: 0.2401 eV
- 2S+1: 1

Entry 5:
The following is a quantum chemistry calculation of 2 unconnected molecules or ions with the total composition C3H9NOSi, from the OMol25 dataset.

```
15
Properties=species:S:1:pos:R:3
C 1.90 1.63 0.82
C -1.57 -0.34 1.22
C -0.40 -1.05 -1.52
N 1.24 0.71 0.19
O 1.98 1.83 2.08
Si 0.18 -0.61 0.31
H 2.48 2.22 0.14
H -2.44 -0.68 0.69
H -1.71 -0.53 2.28
H -1.56 0.83 1.26
H -0.29 -0.07 -2.27
H 0.32 -1.62 -2.18
H -1.31 -1.52 -1.60
H 0.32 1.02 -2.20
H 0.87 -1.83 0.78
```

- Energy relative to the best compared isomer or geometry (same formula, charge and spin): 532.1 kJ/mol
- HOMO (spin up / spin down): -9.638 / -10.302 eV
- E_tot: -538.9980 hartree
- F_max: 4.42 eV/Å
- Total charge: 0
- Lowest unoccupied orbital energy (spin up / spin down): -2.9101 / -1.2359 eV
- 2S+1: 1

Entry 6:
The following is a quantum chemistry calculation of 2 unconnected molecules or ions with the total composition C3H9NS, from the OMol25 dataset.

```
14
Properties=species:S:1:pos:R:3
C -2.21 -0.38 -2.10
N -2.58 -1.55 -1.67
H -2.14 0.46 -1.31
H -2.06 -0.30 -3.25
H -2.42 -2.18 -2.40
C 2.60 1.16 2.15
S 0.85 1.19 1.10
C -0.07 -0.23 0.30
H 2.93 0.10 1.98
H 2.44 1.57 3.13
H 3.35 1.72 1.65
H 0.09 -1.28 0.67
H -1.15 0.05 0.46
H 0.36 -0.32 -0.71
```

- Energy relative to the best compared isomer or geometry (same formula, charge and spin): 297.7 kJ/mol
- HOMO: -8.450 eV
- E_tot: -572.5267 hartree
- F_max: 4.00 eV/Å
- Total charge: 0
- SMILES: C=N.CSC
- Lowest unoccupied orbital energy: 0.8785 eV
- 2S+1: 1